Density functional theory data (ωB97M-V/def2-TZVPD) for 2 unconnected molecules or ions with the total composition C7H9N in a non-equilibrium geometry.

ORCA input file:
```
! wB97M-V def2-TZVPD RIJCOSX def2/J DEFGRID3
* xyz 0 1
C -0.880 1.284 2.271
C 0.096 0.439 1.735
C 0.407 0.615 0.394
N -0.082 1.530 -0.467
C -0.893 2.422 0.091
C -1.220 2.416 1.478
H -1.202 1.241 3.379
H 0.582 -0.419 2.259
H 1.149 -0.108 -0.066
H -1.431 3.067 -0.594
H -1.963 3.183 1.721
C 1.151 -2.678 -2.640
C 0.660 -2.724 -1.494
H 0.823 -1.908 -3.320
H 2.177 -3.148 -2.918
H -0.133 -1.921 -1.371
H 0.759 -3.289 -0.459
*
```

The calculation puts the molecular weight at 107.156 g/mol. The HOMO energy is -9.587 eV. The calculation puts the energy relative to the best compared isomer or geometry (same formula, charge and spin) at 62.0 kcal/mol. The gap between HOMO and LUMO is 10.43 eV. Its total energy is -326.79223 Eh.

List of Löwdin charges in e, atom by atom: number 1, C, carries -0.08; number 2, C, carries -0.10; number 3, C, carries -0.18; number 4, N, carries 0.05; number 5, C, carries -0.16; number 6, C, carries -0.07; number 7, H, carries 0.13; number 8, H, carries 0.11; number 9, H, carries 0.11; number 10, H, carries 0.10; number 11, H, carries 0.09; number 12, C, carries -0.14; number 13, C, carries -0.15; number 14, H, carries 0.05; number 15, H, carries 0.09; number 16, H, carries 0.06; number 17, H, carries 0.10


Density functional theory data (ωB97M-V/def2-TZVPD) for a molecular structure, C16H30BFN2O12Pb in a non-equilibrium geometry.

ORCA input file:
```
! wB97M-V def2-TZVPD RIJCOSX def2/J DEFGRID3
* xyz 0 1
Pb -0.306 0.171 0.787
O 3.374 2.428 -6.973
C 3.579 1.939 -5.906
O 3.058 2.288 -4.735
B 3.654 1.499 -3.658
O 4.622 0.595 -4.310
C 4.537 0.758 -5.630
O 5.178 0.166 -6.444
O 2.610 0.665 -2.987
C 2.351 1.133 -1.798
O 1.403 0.831 -1.113
C 3.413 2.237 -1.503
O 4.225 2.269 -2.554
O 3.507 2.874 -0.507
F 1.009 1.715 1.771
C -1.180 -3.336 0.346
O -1.626 -1.998 0.150
C -2.389 -1.880 -1.053
C -2.665 -0.440 -1.484
N -1.457 0.384 -1.580
C -1.744 1.830 -1.752
C -2.472 2.489 -0.590
O -1.706 2.325 0.570
C -2.122 3.051 1.701
H -0.830 -3.738 -0.610
H -1.988 -3.975 0.711
H -0.348 -3.306 1.045
H -3.355 -2.391 -0.966
H -1.825 -2.389 -1.844
H -3.474 0.007 -0.903
H -3.155 -0.482 -2.470
H -0.952 0.133 -2.424
H -2.312 2.019 -2.675
H -0.789 2.328 -1.922
H -3.507 2.137 -0.478
H -2.604 3.536 -0.895
H -2.116 4.118 1.454
H -1.473 2.873 2.552
H -3.164 2.840 1.981
C -3.502 -0.461 2.441
O -2.125 -0.167 2.571
C -1.684 -0.276 3.922
C -0.150 -0.262 3.949
N 0.400 -1.196 2.953
C 1.868 -1.175 2.969
C 2.391 -1.953 1.774
O 1.761 -1.544 0.569
C 2.203 -2.363 -0.494
H -3.735 -1.469 2.788
H -3.776 -0.322 1.397
H -4.101 0.269 2.998
H -2.022 -1.231 4.342
H -2.065 0.558 4.515
H 0.121 -0.582 4.970
H 0.287 0.734 3.874
H 0.023 -2.090 3.258
H 2.257 -1.478 3.945
H 2.203 -0.144 2.810
H 2.247 -3.034 1.945
H 3.481 -1.874 1.698
H 1.942 -1.818 -1.405
H 1.731 -3.347 -0.575
H 3.289 -2.478 -0.515
*
```

The calculation puts the molecular weight at 679.428 g/mol. The HOMO energy is -8.793 eV. The calculation puts the energy relative to the best compared isomer or geometry (same formula, charge and spin) at 0.0 kcal/mol. The gap between HOMO and LUMO is 8.56 eV. Its total energy is -1957.79056 Eh.

List of Löwdin charges in e, atom by atom: number 1, Pb, carries 1.63; number 2, O, carries 0.16; number 3, C, carries -0.39; number 4, O, carries 0.23; number 5, B, carries -0.88; number 6, O, carries 0.22; number 7, C, carries -0.39; number 8, O, carries 0.15; number 9, O, carries 0.23; number 10, C, carries -0.36; number 11, O, carries 0.00; number 12, C, carries -0.38; number 13, O, carries 0.24; number 14, O, carries 0.18; number 15, F, carries -0.57; number 16, C, carries -0.08; number 17, O, carries -0.33; number 18, C, carries -0.20; number 19, C, carries -0.20; number 20, N, carries -0.14; number 21, C, carries -0.17; number 22, C, carries -0.22; number 23, O, carries -0.31; number 24, C, carries -0.08; number 25, H, carries 0.09; number 26, H, carries 0.10; number 27, H, carries 0.08; number 28, H, carries 0.13; number 29, H, carries 0.13; number 30, H, carries 0.10; number 31, H, carries 0.13; number 32, H, carries 0.13; number 33, H, carries 0.13; number 34, H, carries 0.13; number 35, H, carries 0.12; number 36, H, carries 0.14; number 37, H, carries 0.10; number 38, H, carries 0.09; number 39, H, carries 0.09; number 40, C, carries -0.08; number 41, O, carries -0.35; number 42, C, carries -0.19; number 43, C, carries -0.21; number 44, N, carries -0.13; number 45, C, carries -0.19; number 46, C, carries -0.21; number 47, O, carries -0.30; number 48, C, carries -0.09; number 49, H, carries 0.10; number 50, H, carries 0.08; number 51, H, carries 0.10; number 52, H, carries 0.13; number 53, H, carries 0.13; number 54, H, carries 0.13; number 55, H, carries 0.11; number 56, H, carries 0.13; number 57, H, carries 0.13; number 58, H, carries 0.12; number 59, H, carries 0.13; number 60, H, carries 0.13; number 61, H, carries 0.09; number 62, H, carries 0.09; number 63, H, carries 0.10


Density functional theory data (ωB97M-V/def2-TZVPD) for 2 unconnected molecules or ions with the total composition C3H4ClNO3 in a non-equilibrium geometry.

ORCA input file:
```
! wB97M-V def2-TZVPD RIJCOSX def2/J DEFGRID3
* xyz 0 1
C -0.711 0.231 -0.241
C 0.602 -0.486 -0.212
C -2.031 -0.372 0.066
N 2.574 0.830 0.170
O 2.582 2.007 0.047
O 3.357 0.076 0.656
O 0.087 -0.218 -1.411
Cl 1.359 -1.846 0.416
H -0.848 1.253 -0.203
H -2.240 0.078 1.113
H -1.938 -1.456 0.241
H -2.794 -0.097 -0.644
*
```

The calculation puts the molecular weight at 137.522 g/mol. The HOMO energy (alpha / beta) is -9.012 / -8.334 eV. The calculation puts the energy relative to the best compared isomer or geometry (same formula, charge and spin) at 116.3 kcal/mol. The gap between HOMO and LUMO (alpha / beta) is 8.74 / 7.64 eV. Its total energy is -857.15081 Eh.

List of Löwdin charges in e, atom by atom: number 1, C, carries -0.25; number 2, C, carries -0.66; number 3, C, carries -0.04; number 4, N, carries -0.32; number 5, O, carries 0.05; number 6, O, carries -0.03; number 7, O, carries 0.04; number 8, Cl, carries 0.81; number 9, H, carries 0.11; number 10, H, carries 0.13; number 11, H, carries 0.09; number 12, H, carries 0.08


Density functional theory data (ωB97M-V/def2-TZVPD) for a molecular structure, C36H49Br2FN4NiO5 in a non-equilibrium geometry.

ORCA input file:
```
! wB97M-V def2-TZVPD RIJCOSX def2/J DEFGRID3
* xyz -2 3
Ni -0.079 0.086 -0.223
Br 2.460 0.166 2.723
C 0.958 1.355 2.856
Br 0.233 2.039 1.148
H 1.287 2.213 3.443
H 0.173 0.791 3.359
C -2.580 1.656 3.446
C -2.860 0.189 3.086
C -3.236 0.086 1.612
C -1.736 -0.724 3.573
C -1.646 -0.847 4.954
C -0.754 -1.710 5.559
C 0.019 -2.536 4.762
C -0.041 -2.475 3.382
C 0.772 -3.475 2.580
C 0.112 -4.861 2.648
C 2.225 -3.600 3.046
C -0.879 -1.506 2.755
N -0.874 -1.362 1.381
C -1.261 -2.430 0.686
C -1.257 -2.467 -0.696
N -0.746 -1.502 -1.448
C -1.113 -1.571 -2.786
C -0.174 -1.839 -3.802
C -0.610 -1.980 -5.111
C -1.943 -1.865 -5.452
C -2.865 -1.596 -4.460
C -2.482 -1.462 -3.137
C -3.555 -1.181 -2.103
C -4.514 -2.371 -1.989
C -4.331 0.096 -2.418
C 1.319 -1.929 -3.580
C 1.756 -2.582 -2.271
C 1.874 -0.507 -3.667
H -3.468 2.263 3.269
H -1.783 2.060 2.828
H -2.296 1.757 4.493
H -3.748 -0.114 3.669
H -2.421 0.408 0.965
H -4.095 0.727 1.416
H -3.501 -0.937 1.351
H -2.325 -0.276 5.580
H -0.692 -1.771 6.639
H 0.670 -3.255 5.237
H 0.794 -3.156 1.534
H 0.132 -5.246 3.667
H 0.636 -5.566 2.002
H -0.925 -4.822 2.324
H 2.297 -4.041 4.039
H 2.710 -2.629 3.060
H 2.768 -4.244 2.356
H -1.697 -3.280 1.215
H -1.719 -3.335 -1.180
H 0.112 -2.207 -5.888
H -2.257 -1.986 -6.481
H -3.911 -1.512 -4.728
H -3.070 -1.032 -1.138
H -5.042 -2.534 -2.930
H -5.254 -2.190 -1.208
H -3.969 -3.282 -1.740
H -4.768 0.071 -3.414
H -3.657 0.943 -2.348
H -5.135 0.230 -1.695
H 1.730 -2.524 -4.413
H 1.634 -1.875 -1.453
H 2.809 -2.855 -2.325
H 1.176 -3.481 -2.068
H 1.568 -0.023 -4.596
H 2.963 -0.512 -3.614
H 1.486 0.057 -2.819
C 4.274 0.567 -0.809
C 2.872 1.168 -0.553
C 2.585 2.274 -1.599
O 1.966 0.157 -0.516
H 5.038 1.343 -0.851
H 4.259 0.021 -1.750
H 4.510 -0.130 -0.006
H 2.955 1.707 0.428
H 2.761 1.910 -2.607
H 3.216 3.146 -1.424
H 1.546 2.583 -1.515
F 2.015 5.810 -3.865
C 1.112 4.887 -4.300
C 0.181 4.409 -3.425
N -0.808 3.554 -3.835
C -1.867 3.214 -2.913
C -1.299 2.572 -1.578
O -0.844 3.388 -0.761
O -1.398 1.348 -1.492
C -0.858 3.076 -5.120
O -1.746 2.371 -5.556
N 0.168 3.511 -5.933
C 1.150 4.487 -5.668
O 1.875 4.880 -6.577
H 0.169 4.679 -2.380
H -2.522 2.506 -3.421
H -2.416 4.123 -2.640
H 0.138 3.168 -6.886
*
```

The calculation puts the molecular weight at 855.310 g/mol. The HOMO energy (alpha / beta) is 0.211 / 0.325 eV. The gap between HOMO and LUMO (alpha / beta) is 4.15 / 4.04 eV. Its total energy is -8752.69391 Eh.

List of Löwdin charges in e, atom by atom: number 1, Ni, carries 0.46; number 2, Br, carries 0.71; number 3, C, carries -0.90; number 4, Br, carries 0.98; number 5, H, carries 0.00; number 6, H, carries -0.03; number 7, C, carries -0.08; number 8, C, carries -0.36; number 9, C, carries -0.08; number 10, C, carries -0.15; number 11, C, carries -0.09; number 12, C, carries -0.12; number 13, C, carries -0.07; number 14, C, carries -0.15; number 15, C, carries -0.37; number 16, C, carries -0.07; number 17, C, carries -0.09; number 18, C, carries -0.21; number 19, N, carries -0.03; number 20, C, carries -0.26; number 21, C, carries -0.25; number 22, N, carries -0.04; number 23, C, carries -0.17; number 24, C, carries -0.14; number 25, C, carries -0.07; number 26, C, carries -0.11; number 27, C, carries -0.07; number 28, C, carries -0.13; number 29, C, carries -0.37; number 30, C, carries -0.07; number 31, C, carries -0.06; number 32, C, carries -0.36; number 33, C, carries -0.08; number 34, C, carries -0.07; number 35, H, carries 0.07; number 36, H, carries 0.01; number 37, H, carries 0.06; number 38, H, carries 0.13; number 39, H, carries 0.04; number 40, H, carries 0.07; number 41, H, carries 0.08; number 42, H, carries 0.10; number 43, H, carries 0.08; number 44, H, carries 0.10; number 45, H, carries 0.12; number 46, H, carries 0.07; number 47, H, carries 0.07; number 48, H, carries 0.06; number 49, H, carries 0.06; number 50, H, carries 0.02; number 51, H, carries 0.07; number 52, H, carries 0.09; number 53, H, carries 0.10; number 54, H, carries 0.10; number 55, H, carries 0.08; number 56, H, carries 0.10; number 57, H, carries 0.10; number 58, H, carries 0.06; number 59, H, carries 0.07; number 60, H, carries 0.07; number 61, H, carries 0.07; number 62, H, carries 0.05; number 63, H, carries 0.07; number 64, H, carries 0.12; number 65, H, carries 0.04; number 66, H, carries 0.07; number 67, H, carries 0.07; number 68, H, carries 0.07; number 69, H, carries 0.07; number 70, H, carries 0.06; number 71, C, carries -0.07; number 72, C, carries -0.68; number 73, C, carries -0.07; number 74, O, carries -0.37; number 75, H, carries 0.06; number 76, H, carries 0.05; number 77, H, carries 0.06; number 78, H, carries 0.06; number 79, H, carries 0.06; number 80, H, carries 0.07; number 81, H, carries 0.03; number 82, F, carries 0.05; number 83, C, carries -0.17; number 84, C, carries 0.07; number 85, N, carries 0.02; number 86, C, carries -0.03; number 87, C, carries -0.68; number 88, O, carries -0.16; number 89, O, carries -0.03; number 90, C, carries -0.47; number 91, O, carries 0.08; number 92, N, carries 0.21; number 93, C, carries -0.40; number 94, O, carries 0.05; number 95, H, carries 0.14; number 96, H, carries 0.11; number 97, H, carries 0.13; number 98, H, carries 0.16


> What is the molecular weight in the fourth record?

855.310 g/mol